Entry 1:
Molecular formula: C11H22N2O2Si
Method: DFT, ωB97M-V/def2-TZVPD

Atoms and positions in Å:
N: -0.59 -0.58 -0.20
N: 0.73 2.01 -0.14
O: 0.67 -0.88 -0.68
O: 0.53 1.65 -1.40
C: 0.29 -1.74 -3.72
C: 0.56 -0.46 -3.49
C: -0.90 -1.34 0.82
C: -0.30 2.47 0.50
C: -2.26 -1.07 1.25
C: -1.52 2.92 -0.28
C: -0.51 -3.75 1.23
C: 0.95 1.92 2.47
C: -0.07 -2.29 1.48
C: -0.26 2.60 1.95
C: 3.07 0.33 -1.98
Si: 1.17 0.19 -1.86
H: -0.26 -1.91 -4.62
H: 0.56 -2.51 -3.09
H: 0.21 0.29 -4.15
H: -2.98 -1.79 0.81
H: -2.51 -0.95 2.29
H: -2.59 -0.11 0.85
H: -1.43 3.93 -0.69
H: -2.49 2.85 0.25
H: -1.68 2.30 -1.11
H: -0.22 -4.14 0.20
H: -0.05 -4.36 2.01
H: -1.58 -3.81 1.29
H: 0.92 0.93 2.02
H: 1.81 2.47 2.09
H: 1.04 1.93 3.57
H: 0.99 -2.00 1.30
H: -0.19 -2.03 2.54
H: -0.10 3.69 2.23
H: -1.24 2.37 2.45
H: 3.61 0.63 -1.11
H: 3.40 0.99 -2.80
H: 3.23 -0.74 -2.27

Computed properties:
charge = 0
orbital gap = 9.69 eV
calculated total energy = -981.7386 Eh
highest occupied orbital energy = -8.8 eV
SMILES = C=C[Si@](C)(O/N=C(/C)CC)O/N=C(\C)CC
ΔE to the lowest compared entry with this formula, charge and spin = 91.1 kcal per mole

***

Entry 2:
Molecular formula: C11H22O6S2
Method: DFT, ωB97M-V/def2-TZVPD

Atoms and positions in Å:
C: -1.77 -1.30 -2.04
C: -1.60 -2.86 -1.67
O: -1.91 -3.07 -0.27
C: -0.84 -2.63 0.57
O: 0.27 -3.16 0.43
C: -1.22 -1.53 1.66
C: 0.02 -1.15 2.64
C: 0.13 0.43 2.82
C: 1.14 1.25 1.90
O: 0.45 2.11 0.95
C: 0.13 1.44 -0.28
C: -0.87 2.44 -1.08
O: -0.28 2.74 -2.39
C: -0.96 2.03 -3.44
S: -0.38 2.79 -5.06
S: 2.56 0.32 1.16
C: 3.72 -0.14 2.57
O: 2.22 -0.84 0.29
O: 3.35 1.32 0.33
H: -2.54 -0.87 -1.32
H: -0.74 -0.80 -1.95
H: -2.10 -1.15 -3.13
H: -0.56 -3.22 -1.98
H: -2.34 -3.42 -2.35
H: -1.72 -0.60 1.21
H: -2.05 -2.01 2.30
H: 0.97 -1.71 2.38
H: -0.31 -1.56 3.66
H: 0.40 0.63 3.92
H: -0.93 0.86 2.71
H: 1.64 2.01 2.61
H: 1.02 1.31 -0.99
H: -0.36 0.42 -0.17
H: -0.86 3.44 -0.53
H: -1.93 2.03 -1.16
H: -2.09 2.12 -3.29
H: -0.65 0.93 -3.49
H: -0.98 1.98 -6.01
H: 3.58 0.59 3.44
H: 3.61 -1.23 2.87
H: 4.78 0.05 2.17

Computed properties:
charge = 0
orbital gap = 9.37 eV
calculated total energy = -1679.9636 Eh
highest occupied orbital energy = -9.1 eV
SMILES = CCOC(=O)CCC[C@H](OCCOCS)S(C)(=O)=O

***

Entry 3:
Molecular formula: C11H22OP
Method: DFT, ωB97M-V/def2-TZVPD

Atoms and positions in Å:
C: -1.88 -1.05 0.67
C: -2.09 0.32 0.08
C: -1.71 -2.14 -0.05
C: -0.84 1.21 0.20
C: 1.03 -1.31 0.55
C: -0.96 2.42 -0.73
C: -0.66 1.70 1.63
C: 1.38 -2.52 -0.26
C: 1.17 -1.26 1.87
C: 0.50 -0.18 -2.13
C: 2.13 1.26 -0.25
O: -1.82 -1.04 2.03
P: 0.64 0.22 -0.36
H: -2.38 0.21 -0.97
H: -2.91 0.80 0.61
H: -1.58 -3.11 0.41
H: -1.84 -2.14 -1.12
H: -0.09 3.06 -0.65
H: -1.83 3.01 -0.44
H: -1.10 2.13 -1.77
H: -0.74 0.89 2.35
H: -1.46 2.41 1.86
H: 0.29 2.23 1.77
H: 1.52 -3.37 0.39
H: 2.31 -2.35 -0.80
H: 0.60 -2.76 -0.99
H: 1.00 -0.37 2.45
H: 1.47 -2.13 2.43
H: -1.78 -1.94 2.38
H: -0.36 -0.83 -2.32
H: 1.41 -0.68 -2.44
H: 0.39 0.74 -2.70
H: 3.00 0.63 -0.42
H: 2.22 1.71 0.73
H: 2.10 2.04 -1.01

Computed properties:
charge = +1
orbital gap = 9.97 eV
calculated total energy = -848.6813 Eh
highest occupied orbital energy = -12.5 eV
ΔE to the lowest compared entry with this formula, charge and spin = 0.0 kcal per mole

***

Entry 4:
Molecular formula: C11H22Si
Method: DFT, ωB97M-V/def2-TZVPD

Atoms and positions in Å:
C: 3.32 0.82 0.74
C: 4.13 -1.53 3.34
C: 3.16 0.46 1.98
C: 3.88 -0.59 2.64
C: -2.97 1.84 -0.03
C: 1.20 -1.10 -1.08
C: -2.53 -0.98 -2.35
C: -1.55 1.50 -0.51
C: 0.30 0.18 -1.14
C: -1.94 -1.01 -0.94
C: -1.00 0.07 -0.36
Si: -0.45 -0.26 1.46
H: 2.74 1.66 0.42
H: 4.03 0.30 0.08
H: 0.34 1.09 1.57
H: 4.71 -2.37 3.80
H: 2.31 0.74 2.61
H: -3.21 2.79 -0.28
H: -2.95 1.96 1.11
H: -3.67 1.00 -0.40
H: 0.73 -2.17 -1.00
H: 1.77 -1.17 0.00
H: 2.00 -1.15 -1.92
H: -1.60 -1.09 -3.03
H: -2.99 0.00 -2.52
H: -3.17 -1.77 -2.75
H: -1.37 1.87 -1.59
H: -0.94 2.11 0.07
H: 0.97 0.98 -0.75
H: 0.24 0.36 -2.20
H: -2.87 -0.89 -0.41
H: -1.55 -2.06 -0.80
H: 0.59 -1.15 1.88
H: -1.65 -0.47 2.36

Computed properties:
charge = 0
orbital gap = 10.15 eV
calculated total energy = -721.6062 Eh
highest occupied orbital energy = -9.4 eV
SMILES = CCC([SiH3])(CC)CC.C#CC=C
ΔE to the lowest compared entry with this formula, charge and spin = 92.6 kcal per mole

***

Entry 5:
Molecular formula: C11H23BrNO2P2Ru
Method: DFT, ωB97M-V/def2-TZVPD

Atoms and positions in Å:
Ru: 0.13 0.54 1.43
P: -1.95 0.15 0.91
C: -2.07 0.64 -0.90
C: -0.81 1.36 -1.30
N: 0.27 1.34 -0.49
C: 1.52 1.54 -0.97
C: 1.67 2.19 -2.20
C: 0.53 2.48 -2.96
C: -0.70 2.04 -2.51
C: 2.66 1.06 -0.10
P: 2.10 -0.30 1.01
H: -1.59 2.06 -3.12
H: 2.67 2.53 -2.48
H: 0.63 3.00 -3.91
H: 3.52 0.72 -0.69
H: 3.02 1.90 0.53
H: -2.20 -0.26 -1.49
H: -2.98 1.24 -1.05
H: -1.07 -2.32 -1.80
O: -1.49 -1.95 -2.58
H: -2.37 -2.37 -2.65
H: -0.29 -2.13 0.71
O: -0.31 -2.82 0.04
H: -0.39 -3.66 0.54
C: 2.55 -1.78 0.04
H: 3.45 -1.56 -0.56
H: 2.77 -2.60 0.74
H: 1.71 -2.06 -0.60
C: 3.30 -0.32 2.38
H: 3.14 -1.25 2.94
H: 4.31 -0.30 1.98
H: 3.11 0.54 3.03
C: -2.82 1.49 1.77
H: -3.78 1.68 1.27
H: -2.99 1.22 2.82
H: -2.20 2.39 1.73
C: -3.06 -1.29 1.16
H: -3.31 -1.37 2.23
H: -3.99 -1.17 0.58
H: -2.57 -2.23 0.84
Br: -0.14 -0.33 3.67

Computed properties:
charge = +2
orbital gap (alpha / beta) = 4.94 / 6.12 eV
calculated total energy = -3989.0847 Eh
spin multiplicity = 6
highest occupied orbital energy (alpha / beta) = -12.6 / -16.7 eV
ΔE to the lowest compared entry with this formula, charge and spin = 0.0 kcal per mole

***

Entry 6:
Molecular formula: C11H23Cl2N4OS
Method: DFT, ωB97M-V/def2-TZVPD

Atoms and positions in Å:
C: 0.58 -3.30 2.75
C: 1.03 -3.26 1.22
C: 0.77 -1.86 0.48
C: 0.58 -0.61 1.48
N: 1.00 0.61 0.75
C: 0.39 1.53 -0.12
N: -0.88 1.49 -0.53
C: -1.94 0.53 -0.16
C: -2.78 1.08 1.11
C: -2.60 2.69 1.22
N: 1.21 2.61 -0.61
C: 2.47 2.25 0.02
S: 3.93 3.29 -0.31
N: 2.30 1.08 0.81
O: 3.34 0.53 1.49
H: 1.48 -3.00 3.38
H: 0.36 -4.39 3.02
H: -0.34 -2.69 2.97
H: 2.11 -3.56 1.05
H: 0.40 -4.05 0.67
H: -0.06 -1.95 -0.29
H: 1.72 -1.63 -0.12
H: 1.27 -0.70 2.39
H: -0.48 -0.50 1.86
H: -1.16 2.26 -1.16
H: -2.70 0.54 -1.03
H: -1.61 -0.55 -0.06
H: -2.50 0.57 2.09
H: -3.89 0.94 0.89
H: -1.56 2.86 1.64
H: -3.41 3.13 1.89
H: -2.70 3.20 0.21
H: 4.94 2.87 0.54
H: 3.27 0.93 2.39
Cl: -1.48 0.08 -5.83
C: -0.50 0.30 -4.36
C: -0.40 -0.97 -3.55
Cl: -1.96 -1.43 -2.81
H: -0.94 1.11 -3.78
H: 0.49 0.61 -4.69
H: 0.31 -0.83 -2.73
H: -0.06 -1.81 -4.16

Computed properties:
charge = +1
orbital gap = 9.59 eV
calculated total energy = -2045.3767 Eh
highest occupied orbital energy = -12.7 eV

***

- calculated total energy of number 2 (C11H22O6S2)?
  -1679.9636 Eh

***

- Which of these has the lowest calculated total energy?
  C11H23BrNO2P2Ru

***

- Which of these has the lowest calculated total energy?
  C11H23BrNO2P2Ru